{
  "formula": "C4H4N2O2S",
  "method": "ωB97M-V/def2-TZVPD",
  "relative_energy_ev": 8.6136,
  "homo_lumo_gap_ev": 7.62,
  "homo_ha": -0.327,
  "total_charge": 0,
  "elements": ["C", "C", "C", "C", "N", "N", "O", "O", "S", "H", "H", "H", "H"],
  "coordinates": [[-0.165, -0.666, 0.567], [0.208, 0.730, 0.510], [-0.446, -1.503, -0.689], [0.127, 0.930, -1.687], [-0.138, -1.087, 1.794], [0.433, 1.318, 1.598], [0.713, 2.362, 2.115], [0.135, -0.149, 2.614], [0.687, -0.694, -1.895], [-0.171, -2.436, -0.485], [-1.414, -1.373, -0.940], [-0.861, 0.971, -1.586], [0.893, 1.596, -1.916]],
  "mulliken_charge": [0.203, 0.233, -0.744, -0.594, -0.324, 0.580, -0.632, -0.316, -0.011, 0.458, 0.321, 0.444, 0.381]
}